# 1
The following is a quantum chemistry calculation of C4H7NO in the gas phase, from the OMol25 dataset.

CARTESIAN COORDINATES (ANGSTROEM)
O1 0.384 -0.458 2.190
N1 0.694 -1.160 -1.229
C1 -0.710 0.478 0.262
C2 0.602 -0.096 0.857
C3 -0.672 0.552 -1.219
C4 1.052 -1.214 -0.070
H1 -1.623 0.385 -1.730
H2 1.408 0.655 0.771
H3 0.146 -0.998 -2.069
H4 -0.126 1.395 -1.648
H5 -0.826 1.461 0.735
H6 1.201 -0.840 2.533
H7 -1.527 -0.160 0.616

Properties
- net charge = 0
- total energy (a.u.) = -286.4392
- 2S+1 = 1
- F_max (eV/Å) = 0.4

=====

# 2
The following is a quantum chemistry calculation of 2 unconnected molecules or ions with the total composition C4H9IN3, from the OMol25 dataset.

CARTESIAN COORDINATES (ANGSTROEM)
I1 -3.510 0.674 0.033
N1 0.118 -0.374 -1.185
N2 0.445 1.401 0.298
N3 -1.447 -2.420 -0.570
C1 1.774 1.761 -0.191
C2 -1.995 -1.890 0.427
C3 -0.194 0.385 -0.185
C4 -1.862 -0.472 0.760
H1 2.410 0.873 -0.208
H2 0.901 -0.178 -1.798
H3 1.726 2.190 -1.194
H4 0.050 1.960 1.040
H5 2.214 2.492 0.482
H6 -2.665 -2.404 1.130
H7 -1.641 -3.404 -0.726
H8 -0.413 -1.273 -1.271
H9 -1.678 -0.241 1.802

Properties
- net charge = +1
- total energy (a.u.) = -619.4725
- 2S+1 = 1
- F_max (eV/Å) = 4.9

=====

# 3
The following is a quantum chemistry calculation of a molecular structure, C12H15B3F3NO6, from the OMol25 dataset.

CARTESIAN COORDINATES (ANGSTROEM)
F1 -0.102 7.115 -1.597
F2 -2.194 7.111 -1.058
F3 -0.686 7.305 0.481
O1 -1.934 4.505 -0.423
O2 0.303 4.770 -0.435
O3 -0.019 -0.578 -0.704
O4 0.039 0.009 1.570
O5 2.074 -0.453 0.339
O6 2.868 -4.431 -0.594
N1 -3.357 -4.067 1.172
C1 -0.953 5.180 -0.508
C2 -2.547 -2.223 -0.100
C3 1.939 -3.478 -0.278
C4 -2.420 -3.775 2.063
C5 -0.987 6.709 -0.681
C6 -1.500 -2.741 1.953
C7 0.493 3.355 -0.233
C8 3.244 -3.372 0.427
C9 0.373 2.588 -1.530
C10 1.681 -2.417 -1.347
C11 -1.551 -1.921 0.825
C12 -3.420 -3.279 0.100
B1 -0.531 -0.776 0.581
B2 1.422 0.011 1.462
B3 1.272 -1.115 -0.586
H1 4.002 -2.877 -0.157
H2 -0.756 -2.579 2.717
H3 3.469 -3.960 1.299
H4 1.496 3.255 0.178
H5 -2.363 -4.415 2.933
H6 2.614 -2.355 -1.896
H7 -0.209 2.991 0.516
H8 0.859 -2.798 -1.945
H9 -4.164 -3.500 -0.650
H10 2.059 0.436 2.370
H11 1.062 2.986 -2.276
H12 0.595 1.537 -1.367
H13 -0.633 2.666 -1.942
H14 1.090 -3.789 0.320
H15 -2.627 -1.627 -0.998

Properties
- net charge = 0
- total energy (a.u.) = -1346.8429
- 2S+1 = 1
- F_max (eV/Å) = 3.1

=====

# 4
The following is a quantum chemistry calculation of a gas-phase ion, C5H11ClN5 (charge +1), from the OMol25 dataset.

CARTESIAN COORDINATES (ANGSTROEM)
Cl1 2.094 -0.246 0.698
N1 0.049 3.078 -0.906
N2 0.543 1.164 -2.139
N3 -0.693 -1.161 0.849
N4 -0.208 0.951 0.010
N5 0.352 -1.021 -1.212
C1 0.038 -0.388 0.032
C2 -0.354 -2.558 0.673
C3 0.171 1.728 -1.025
C4 0.654 -0.277 -2.180
C5 -0.820 -0.686 2.180
H1 0.932 -0.620 -3.173
H2 0.365 3.809 -1.476
H3 0.157 -2.875 -0.299
H4 -1.280 0.402 2.163
H5 -1.311 -3.267 0.685
H6 0.024 -0.731 2.889
H7 -0.118 3.539 0.018
H8 0.497 -2.716 1.382
H9 -0.483 1.416 0.854
H10 -1.464 -1.378 2.788
H11 0.856 1.836 -2.810

Properties
- net charge = +1
- total energy (a.u.) = -930.8158
- 2S+1 = 1
- F_max (eV/Å) = 3.7
- SMILES = CN(C)[C@@]1(Cl)N=CNC(=[NH2+])N1

=====

# 5
The following is a quantum chemistry calculation of 10 unconnected molecules or ions with the total composition C9H36ClN18O13, from the OMol25 dataset.

CARTESIAN COORDINATES (ANGSTROEM)
Cl1 -0.180 -1.095 -1.134
O1 -0.124 -1.604 -2.487
O2 6.793 0.012 4.381
O3 -6.122 -0.149 -7.062
O4 0.094 0.562 5.683
O5 7.216 4.555 -3.631
O6 0.513 5.203 -6.796
O7 1.218 -0.848 -0.729
O8 -6.828 2.439 2.924
O9 2.924 4.801 3.520
O10 5.664 -6.334 0.559
O11 -0.587 -2.068 -0.190
O12 -6.082 -5.521 -0.180
O13 -0.983 0.148 -1.135
N1 -8.016 1.156 4.184
N2 -4.889 0.162 -5.179
N3 4.458 -7.734 1.768
N4 -0.780 4.526 -5.182
N5 -7.274 -7.410 -0.303
N6 6.994 -0.223 2.219
N7 -1.759 0.081 6.628
N8 -1.788 1.188 4.761
N9 1.883 4.974 1.544
N10 -5.139 -7.438 -0.293
N11 3.832 -5.676 1.479
N12 5.554 3.197 -3.115
N13 8.742 -0.287 3.445
N14 -6.421 0.276 2.997
N15 5.137 5.241 -3.272
N16 2.774 6.727 2.247
N17 0.697 3.139 -6.108
N18 -4.698 -1.655 -6.239
C1 6.109 4.328 -3.299
C2 -1.069 0.607 5.663
C3 4.692 -6.598 1.222
C4 -6.167 -6.765 -0.250
C5 -7.066 1.344 3.377
C6 -5.309 -0.471 -6.187
C7 2.580 5.464 2.523
C8 0.107 4.319 -6.128
C9 7.476 -0.173 3.390
H1 4.170 5.079 -3.031
H2 -1.082 5.424 -4.831
H3 -4.004 -1.934 -5.561
H4 -2.600 0.580 6.880
H5 -7.213 -8.410 -0.180
H6 -8.471 1.951 4.611
H7 4.636 3.185 -2.695
H8 -4.261 -0.186 -4.469
H9 -4.757 -2.371 -6.950
H10 3.082 -5.984 2.081
H11 -1.406 -0.380 7.454
H12 -6.697 -0.688 3.115
H13 6.102 2.356 -3.232
H14 -2.781 1.006 4.797
H15 3.112 7.347 2.970
H16 5.430 6.112 -3.692
H17 5.126 -8.481 1.645
H18 0.713 2.643 -5.229
H19 -8.136 -6.893 -0.408
H20 7.540 -0.469 1.406
H21 -4.316 -6.863 -0.406
H22 0.910 2.729 -7.007
H23 -8.272 0.225 4.481
H24 -5.579 0.820 -4.846
H25 -1.429 1.656 3.941
H26 1.638 3.997 1.627
H27 1.596 5.694 0.897
H28 -5.194 -8.426 -0.088
H29 9.201 -0.750 4.217
H30 -1.087 3.604 -4.908
H31 6.127 0.231 1.968
H32 9.211 -0.195 2.556
H33 4.002 -4.779 1.047
H34 3.765 -7.833 2.497
H35 -5.686 0.420 2.320
H36 2.435 7.181 1.411

Properties
- net charge = -1
- total energy (a.u.) = -2788.3595
- 2S+1 = 1
- F_max (eV/Å) = 8.5

=====

# 6
The following is a quantum chemistry calculation of 6 unconnected molecules or ions with the total composition C21H50FIN11O7, from the OMol25 dataset.

CARTESIAN COORDINATES (ANGSTROEM)
I1 -1.000 3.251 -2.233
F1 -1.512 -0.800 3.195
O1 1.432 -0.392 -5.335
O2 -0.318 -0.556 -1.204
O3 -3.085 5.229 1.158
O4 -1.122 -2.701 7.004
O5 -1.403 9.085 -2.955
O6 0.340 1.173 0.048
O7 -0.493 -7.005 -0.968
N1 -0.545 -0.006 -4.269
N2 0.209 -6.886 -3.116
N3 -0.762 6.939 -3.347
N4 -1.889 6.501 2.602
N5 0.753 -1.836 7.937
N6 -0.839 5.401 0.862
N7 -2.737 7.382 -2.258
N8 -0.371 0.208 -6.564
N9 -0.158 -0.883 6.039
N10 -1.874 -7.760 -2.603
N11 -0.850 0.080 2.262
C1 -1.328 -0.299 0.918
C2 0.578 0.074 2.571
C3 -0.292 0.133 -0.166
C4 -1.620 7.886 -2.866
C5 -0.527 -2.790 1.047
C6 4.380 -0.073 0.860
C7 -0.183 -3.687 -0.165
C8 -0.702 -7.208 -2.146
C9 -2.474 1.934 0.168
C10 2.071 -2.544 -0.716
C11 4.042 -0.171 -0.638
C12 -2.636 0.502 0.673
C13 -1.674 -1.794 0.791
C14 1.097 1.516 2.756
C15 -2.005 5.672 1.510
C16 0.251 -0.086 -5.361
C17 4.340 -1.533 -1.275
C18 1.312 -3.844 -0.466
C19 3.593 -2.708 -0.644
C20 -2.542 2.057 -1.366
C21 -0.242 -1.861 6.985
H1 -2.729 6.717 3.101
H2 0.191 0.164 -7.391
H3 -2.078 -1.949 -0.207
H4 0.695 -0.429 3.528
H5 -0.821 -3.443 1.873
H6 1.395 -4.430 -1.390
H7 -1.334 0.472 -6.634
H8 1.776 -1.782 0.005
H9 0.306 2.208 2.478
H10 -0.967 5.958 -3.291
H11 -2.490 -1.992 1.491
H12 -3.137 0.545 1.644
H13 0.563 -0.187 6.023
H14 -2.566 -7.988 -1.916
H15 0.369 -2.276 1.384
H16 -0.866 -0.878 5.323
H17 5.264 0.543 1.030
H18 3.862 -2.814 0.412
H19 1.198 -0.465 1.856
H20 -1.017 6.879 2.916
H21 4.595 -1.051 1.295
H22 4.613 0.585 -1.179
H23 0.043 5.787 1.138
H24 -2.466 1.083 -1.849
H25 -0.154 -0.203 -3.345
H26 -1.557 2.372 0.555
H27 -1.510 0.253 -4.338
H28 -2.070 -7.917 -3.572
H29 -0.688 -3.318 -1.058
H30 1.057 -6.444 -2.812
H31 1.332 1.707 3.810
H32 -3.299 2.528 0.564
H33 -3.384 8.040 -1.868
H34 -2.897 6.399 -2.137
H35 5.417 -1.736 -1.262
H36 3.886 -3.636 -1.145
H37 4.031 -1.476 -2.324
H38 -0.871 4.784 0.066
H39 1.786 -2.145 -1.692
H40 2.983 0.049 -0.786
H41 1.795 -4.451 0.308
H42 0.725 -2.545 8.644
H43 0.049 -7.018 -4.095
H44 -3.293 -0.073 0.016
H45 1.494 -1.163 7.943
H46 0.095 7.252 -3.760
H47 -0.577 -4.687 0.028
H48 -3.483 2.507 -1.671
H49 3.550 0.351 1.423
H50 1.969 1.718 2.141

Properties
- net charge = -1
- total energy (a.u.) = -2356.9551
- 2S+1 = 1
- F_max (eV/Å) = 0.8